6
Properties=species:S:1:pos:R:3:forces:R:3 method="wB97M-V/def2-TZVPD" max_force_ev_per_a=1.49 spin_multiplicity=1 orbital_gap_ha="0.354 / 0.296" mol_weight_g_mol=144.0
N -1.5357 0.7311 0.4524 0.3 -0.3 0.5
O 1.6750 -1.7207 -1.2051 0.6 -0.5 -1.3
S 1.0775 -1.2432 0.0158 -0.9 0.3 1.1
Br 2.3302 0.3365 0.8693 0.2 0.3 0.2
H -2.2642 0.3004 -0.1130 -0.2 0.0 -0.2
H -1.2827 1.5958 -0.0193 0.0 0.2 -0.2



62
Properties=species:S:1:pos:R:3:forces:R:3 method="wB97M-V/def2-TZVPD" max_force_ev_per_a=3.33 spin_multiplicity=1 orbital_gap_ha=0.180 mol_weight_g_mol=439.9
P 1.3330 -0.3823 -3.7146 -0.9 -0.6 0.7
P -0.8110 -3.0047 -1.4843 -0.3 0.9 -1.9
C 1.1156 -2.2077 -3.6307 0.0 -0.4 -0.1
C -0.2689 -2.8318 -3.2628 -0.5 -1.1 -0.7
H 1.9227 -2.6127 -2.9957 -0.3 0.1 -0.2
H 1.3375 -2.5392 -4.6585 0.0 0.1 0.2
H -1.0928 -2.3410 -3.8101 0.4 -0.1 0.2
H -0.2573 -3.8874 -3.5779 0.2 0.2 -0.7
C 0.2257 -4.4020 -0.9520 -0.2 -0.5 -0.1
H 0.1467 -4.5236 0.1363 0.1 0.0 -0.3
H 1.2826 -4.2465 -1.2145 -0.3 0.0 0.1
H -0.1570 -5.3018 -1.4513 0.3 0.0 0.1
C -2.4912 -3.6634 -1.6259 0.0 -1.1 -0.5
H -2.4090 -4.7447 -1.7991 -0.5 0.0 0.0
H -3.0194 -3.1902 -2.4651 0.1 -0.1 0.3
H -3.0319 -3.4787 -0.6883 0.1 0.0 -0.3
C 3.0303 0.0168 -4.1129 0.8 -0.4 -1.0
H 3.2436 1.0675 -3.8779 -0.2 -0.3 0.1
H 3.1834 -0.1361 -5.1888 0.3 0.1 0.2
H 3.7231 -0.6326 -3.5654 -0.1 0.2 0.0
C 0.3220 0.1309 -5.1142 0.1 0.1 -0.5
H -0.6611 -0.3530 -5.0809 0.3 0.2 0.2
H 0.8273 -0.1602 -6.0417 0.0 0.0 0.0
H 0.1851 1.2183 -5.1125 0.0 -0.2 0.1
Zn 0.9206 2.9857 1.7277 0.0 0.2 -0.3
C -0.9848 -1.4696 0.4935 2.6 -0.2 1.7
C 0.3499 -1.8211 0.4736 -0.2 2.4 2.3
C 1.2511 -1.3067 -0.5951 0.2 -0.3 0.3
C 1.4360 0.1848 -0.8964 0.5 0.3 -1.2
C 0.7829 0.5614 -2.2943 0.0 1.2 1.9
C -0.6708 0.5815 -2.3661 0.1 1.5 -1.2
C -1.6325 -0.1258 -1.5755 -1.8 -0.8 0.1
C -1.5367 -0.1718 -0.0211 -1.1 -0.5 -1.0
C 1.5145 3.6559 0.0154 0.1 0.1 0.0
H -1.6830 -2.0624 1.0982 0.5 0.2 0.2
H 0.7842 -2.4603 1.2436 -0.4 -0.4 -0.5
H 0.7420 -1.6179 -1.5298 0.0 -0.5 0.5
H 2.2208 -1.8363 -0.5915 -0.3 0.3 0.3
H 1.0563 0.8426 -0.1010 0.0 -0.2 -0.5
H 2.5187 0.3779 -0.9888 -0.3 0.1 0.2
H 1.1313 1.5829 -2.5582 0.4 -0.2 0.0
H -1.0983 1.2205 -3.1455 0.3 -0.1 0.3
H -1.7186 -1.1792 -1.9473 -0.5 0.5 0.7
H -2.6259 0.2905 -1.8249 0.3 0.0 0.1
H -1.0269 0.7231 0.3747 0.0 -0.5 -0.2
H -2.5779 -0.1174 0.3369 0.3 0.1 0.1
H 1.1180 4.6796 -0.0316 0.1 -0.2 -0.2
H 1.1415 3.0775 -0.8375 0.1 0.2 0.2
H 2.6085 3.7299 -0.0295 -0.2 -0.1 -0.1
C 0.2940 2.8071 3.4755 -1.1 0.2 3.0
C -0.1217 2.9261 4.6411 1.1 -0.4 -3.1
C -0.5812 3.0784 5.9732 -0.5 0.2 1.3
C 0.0533 2.3917 7.0322 -0.2 0.2 -0.2
C -0.3626 2.5764 8.3484 -0.2 0.3 -0.1
C -1.4157 3.4555 8.6369 0.0 -0.1 -0.3
C -2.0822 4.1166 7.5948 0.3 -0.2 0.0
C -1.6723 3.9293 6.2740 0.3 -0.2 0.0
H 0.8787 1.7192 6.7989 -0.2 0.2 0.1
H 0.1403 2.0370 9.1511 -0.1 0.2 -0.2
H -1.7221 3.6231 9.6703 0.1 -0.1 -0.3
H -2.9246 4.7793 7.8063 0.3 -0.2 0.0
H -2.1839 4.4407 5.4563 0.2 -0.2 0.3



11
Properties=species:S:1:pos:R:3:forces:R:3 method="wB97M-V/def2-TZVPD" max_force_ev_per_a=3.47 spin_multiplicity=1 orbital_gap_ha=0.205 charge=-1 mol_weight_g_mol=95.2
S -1.8412 3.2413 1.2044 0.9 0.0 -0.6
H -0.6593 3.4727 0.5148 -0.8 -0.2 0.5
C 1.4422 -0.7652 -0.8647 1.6 -0.8 -0.5
S 0.4635 -2.1031 -0.0586 -1.5 3.1 -0.3
C -0.9217 -0.7714 0.4943 -0.7 -1.1 -2.0
H 2.3863 -1.2929 -1.2472 -1.4 0.9 0.1
H 0.9290 -0.1464 -1.6331 0.1 -1.0 0.2
H 1.8057 -0.0272 -0.1579 -0.1 -0.1 0.5
H -0.9198 0.2314 -0.0466 0.6 -1.4 0.6
H -0.7349 -0.6303 1.5272 -0.2 0.2 0.9
H -1.9498 -1.2088 0.2675 1.4 0.3 0.6



10
Properties=species:S:1:pos:R:3:forces:R:3 method="wB97M-V/def2-TZVPD" max_force_ev_per_a=4.66 spin_multiplicity=1 orbital_gap_ha=0.158 charge=-1 mol_weight_g_mol=99.1
C -1.8416 0.4249 0.1357 3.4 -3.2 0.5
C -0.7232 -0.3981 -0.0957 -1.5 0.1 0.6
C 3.1573 0.0802 0.1707 -0.9 1.2 -1.1
N -2.7335 0.6911 -0.8052 -0.5 0.9 0.1
N 0.4675 -0.8022 -0.1477 0.9 -0.6 -0.7
O 2.9542 1.2039 0.2671 -0.2 1.7 1.0
O 3.4424 -0.9790 -0.1264 1.0 -3.0 0.1
H -1.9330 0.3939 1.2759 -0.6 0.6 -1.0
H -3.4130 1.2467 -0.3192 -0.8 0.5 -0.1
H 0.6228 -1.8613 -0.3552 -0.8 1.7 0.6



9
Properties=species:S:1:pos:R:3:forces:R:3 method="wB97M-V/def2-TZVPD" max_force_ev_per_a=1.14 spin_multiplicity=1 orbital_gap_ha="0.327 / 0.209" mol_weight_g_mol=298.8
C 0.1185 0.1432 0.5003 -0.3 0.5 0.1
C -3.4466 -0.0602 -0.0353 -1.1 -0.1 -0.2
S 0.4888 -1.4246 0.0241 0.2 -0.7 -0.2
Br -4.2555 0.5795 1.5776 0.5 -0.2 -0.5
Br -3.7968 -1.9121 -0.3761 0.4 0.6 0.2
Br -3.7984 1.0599 -1.5502 0.4 -0.3 0.5
H -0.1611 0.8998 -0.2044 0.0 0.2 -0.1
H 0.0980 0.3454 1.5526 0.0 0.0 0.2
H 0.3591 -1.2550 -1.2977 0.0 0.0 0.0



19
Properties=species:S:1:pos:R:3:forces:R:3 method="wB97M-V/def2-TZVPD" max_force_ev_per_a=9.13 spin_multiplicity=3 orbital_gap_ha="0.204 / 0.270" mol_weight_g_mol=199.1
C -1.2555 0.3513 0.6557 -1.4 -0.7 1.5
C 1.0662 0.5043 -0.2800 1.3 8.0 4.1
C -2.0703 0.2240 -0.4040 1.6 0.1 0.2
C 1.1756 -0.6078 -1.0307 -0.8 -4.1 -3.2
C 0.1072 0.9377 0.8350 -0.1 -1.0 -2.3
C 0.1466 -1.4911 -1.2214 4.4 4.2 0.6
N -0.5252 -2.4234 -1.3461 1.0 -0.5 0.8
N 0.7989 0.3204 1.9938 0.0 0.2 2.2
N -1.6229 0.7696 -1.6701 -0.4 0.9 -0.2
O -1.3715 -3.1673 -1.5786 -3.9 -3.4 -1.2
O 0.2331 -0.4749 2.7117 -0.3 -0.5 -0.2
O 1.9158 0.7336 2.2136 0.4 0.2 -0.1
O -0.7544 1.6164 -1.6439 0.8 0.7 0.5
O -2.1637 0.4383 -2.7005 -0.7 -1.0 -0.3
H -1.5517 -0.1539 1.6103 -0.1 0.3 -1.1
H 1.8473 1.3762 -0.1305 -0.9 -2.6 -1.5
H -2.9267 -0.4136 -0.5344 -0.2 0.1 0.4
H 2.0185 -0.6394 -1.7323 -0.4 -0.3 0.3
H 0.1837 2.0282 1.0333 -0.3 -0.7 -0.5



31
Properties=species:S:1:pos:R:3:forces:R:3 method="wB97M-V/def2-TZVPD" max_force_ev_per_a=1.81 spin_multiplicity=1 orbital_gap_ha=0.245 charge=-2 mol_weight_g_mol=253.6
Zn -0.4935 0.4582 -1.2375 0.1 0.4 -0.5
F 0.4910 1.0315 -2.8435 0.0 -0.1 0.4
F 0.1334 -1.4250 -0.9572 0.1 0.1 0.2
C -1.8983 1.3498 2.1195 -0.2 0.4 0.3
C -1.2608 2.1343 0.9642 0.1 -1.1 -0.8
O -0.1467 1.4673 0.4662 -0.5 0.1 -0.1
H -2.8365 1.7951 2.4906 0.1 0.3 0.0
H -1.1827 1.3228 2.9469 -0.1 -0.3 0.0
H -2.1816 0.3455 1.8022 0.4 -0.1 0.0
H -1.0107 3.1517 1.3094 0.0 0.2 0.1
H -2.0186 2.2110 0.1649 -0.2 0.4 0.1
C -4.2792 0.2215 -0.6819 -0.4 0.9 -0.2
C -3.6757 0.8723 -1.9448 1.1 -0.1 0.8
O -2.3305 0.6922 -2.0409 0.0 -0.2 -0.1
H -4.0722 -0.8464 -0.6850 -0.2 -0.1 0.1
H -5.3533 0.4736 -0.6466 -0.1 -0.5 0.0
H -3.8729 0.6857 0.2201 0.3 -0.2 -0.1
H -3.9132 1.9553 -1.9098 -0.3 0.2 0.0
H -4.2179 0.4647 -2.8197 -0.1 -0.1 -0.2
C 4.6851 -0.7373 -0.1730 1.5 0.3 0.9
C 3.4103 -1.5216 -0.0797 -1.5 0.3 -0.2
C 3.4388 -2.5758 1.0420 0.6 0.4 -0.3
O 2.3321 -0.6402 0.2139 0.8 -0.3 0.0
H 4.9795 -0.2929 0.7928 -0.5 0.0 0.1
H 4.6941 0.0986 -0.8696 -0.4 -0.2 -0.3
H 5.5678 -1.3630 -0.3696 -0.3 -0.2 -0.4
H 3.1712 -1.9377 -1.0654 0.3 -0.4 0.0
H 3.3677 -1.9514 1.9346 0.0 -0.3 0.3
H 4.3649 -3.1649 1.0704 0.0 0.0 0.0
H 2.5876 -3.2491 0.9982 -0.1 0.1 -0.1
H 1.5208 -1.0257 -0.2118 -0.4 0.3 0.0



39
Properties=species:S:1:pos:R:3:forces:R:3 method="wB97M-V/def2-TZVPD" max_force_ev_per_a=6.90 spin_multiplicity=1 orbital_gap_ha=0.049 mol_weight_g_mol=564.3
Ca 1.4888 -4.5567 2.5811 -1.1 0.5 -0.5
Ca -2.2078 -0.3713 -4.1958 0.3 -0.1 1.3
Ca 5.5082 3.3222 -0.8829 -1.0 0.2 0.5
N -2.2707 -5.2625 -1.8610 -1.9 -0.6 0.6
O -3.0480 -6.2153 -1.6798 0.5 0.1 -0.3
O -1.2686 -5.1344 -1.1555 1.5 0.2 0.4
O -2.5847 -4.3893 -2.6987 0.4 0.8 -0.9
N 0.6227 0.6223 0.1529 0.4 -1.5 0.4
O 0.7850 -0.4818 0.7436 -0.6 -0.4 -0.2
O -0.3270 0.8845 -0.5608 -2.0 -0.7 -1.0
O 1.4796 1.4643 0.2760 2.8 2.2 0.5
N 4.3528 4.6913 4.3458 -3.1 2.6 2.3
O 4.8743 4.0689 3.4969 3.3 -4.4 -4.2
O 3.9176 4.1448 5.3562 0.3 0.3 0.4
O 4.1722 5.8821 4.0723 -0.3 1.3 1.0
N -5.6870 1.0075 -0.3244 0.8 0.9 3.4
O -5.7508 0.6126 0.8518 -0.6 0.0 0.3
O -5.7935 2.1801 -0.5934 -0.6 1.9 -0.7
O -5.3773 0.1992 -1.1554 0.9 -2.9 -3.6
N 1.4518 3.8075 -5.3588 1.4 1.8 -2.0
O 1.7174 4.6848 -6.1701 -0.6 1.3 -1.7
O 2.2355 3.6999 -4.4485 1.9 -1.5 3.9
O 0.5065 3.0717 -5.5241 -2.6 -2.2 0.1
N -3.5051 -3.7661 4.1303 -3.2 1.5 0.0
O -2.3915 -3.3139 4.1168 4.2 1.2 0.2
O -3.7527 -4.8585 3.7515 0.1 -4.1 -1.1
O -4.4395 -3.0486 4.4653 -0.4 1.1 0.8
O -1.5012 5.3477 -1.0487 -0.2 0.2 0.0
H -1.0027 4.6574 -0.6113 0.1 -0.3 0.2
H -0.9711 5.5801 -1.8111 0.1 0.1 -0.2
O 3.9565 -4.3682 -0.3975 -0.2 0.0 0.5
H 4.5281 -3.6038 -0.4696 0.1 0.2 0.0
H 4.1376 -4.8785 -1.1869 -0.1 -0.3 -0.2
O 0.4043 0.3538 5.8648 0.1 0.0 0.2
H -0.0561 0.3591 5.0256 -0.3 0.1 -0.3
H 1.0842 -0.3120 5.7613 0.2 -0.1 0.0
O 1.2302 -1.8828 -4.1603 -0.5 0.2 0.0
H 1.4453 -2.7959 -4.3506 -0.1 -0.4 0.0
H 2.0367 -1.4023 -4.3469 0.2 0.3 -0.1